49
Properties=species:S:1:pos:R:3:forces:R:3 method="wB97M-V/def2-TZVPD" lumo_ev=0.7 e_tot_ev=-28105.5704 smiles="O=C1CCCN1CC1CCN(Cc2nc(CC3CC3)no2)CC1" orbital_gap_ev=9.352 de_lowest_kcal_mol=7.70 total_charge=0
O -2.901 -1.558 2.499 0.2 -0.4 0.0
C -3.393 -0.455 2.580 0.0 0.0 0.4
C -3.716 0.315 3.853 0.0 0.0 0.0
C -3.962 1.743 3.371 0.0 0.0 0.0
C -4.384 1.563 1.909 -0.2 0.2 0.0
N -3.777 0.308 1.533 -0.1 0.3 -0.2
C -3.691 -0.135 0.168 0.2 0.0 -0.2
C -2.611 0.603 -0.637 -0.1 -0.4 0.2
C -1.244 0.488 0.037 0.0 0.3 -0.3
C -0.161 1.145 -0.827 0.0 0.0 0.3
N -0.107 0.633 -2.185 0.2 0.0 -0.2
C 0.512 -0.679 -2.288 -0.1 0.0 0.0
C 1.984 -0.548 -2.120 0.5 0.0 0.4
N 2.647 -0.273 -1.039 -0.5 -0.1 0.1
C 3.946 -0.258 -1.462 -0.3 0.0 -0.6
C 5.091 -0.015 -0.553 0.0 -0.2 0.1
C 5.203 -1.152 0.444 0.0 0.2 0.0
C 5.906 -2.412 0.043 -0.1 -0.1 -0.1
C 6.537 -1.485 1.038 0.0 0.1 0.2
N 4.061 -0.518 -2.733 1.2 0.2 0.1
O 2.787 -0.708 -3.176 -0.9 -0.1 0.0
C -1.402 0.729 -2.828 -0.2 -0.2 -0.1
C -2.526 0.032 -2.053 0.1 0.4 0.0
H -4.613 -0.127 4.292 0.0 0.0 0.0
H -2.908 0.228 4.576 0.0 -0.1 0.0
H -3.035 2.317 3.420 0.0 0.0 0.0
H -4.718 2.263 3.955 0.0 0.1 0.0
H -5.477 1.498 1.809 0.1 0.1 0.0
H -4.030 2.374 1.269 -0.1 0.0 0.0
H -3.449 -1.201 0.208 -0.1 0.1 -0.1
H -4.667 -0.009 -0.317 0.0 -0.1 0.0
H -2.880 1.664 -0.709 0.0 0.0 0.0
H -1.009 -0.565 0.201 0.0 -0.1 0.1
H -1.261 0.972 1.014 0.0 0.0 0.1
H -0.356 2.220 -0.901 0.0 0.0 0.1
H 0.821 1.003 -0.372 -0.1 0.2 0.0
H 0.144 -1.398 -1.539 0.0 0.0 -0.1
H 0.329 -1.078 -3.288 -0.1 0.0 0.1
H 4.925 0.925 -0.021 0.1 0.0 -0.1
H 5.999 0.061 -1.152 0.0 0.1 0.0
H 4.331 -1.247 1.078 0.0 -0.1 0.1
H 5.515 -3.355 0.393 0.0 0.0 0.1
H 6.329 -2.459 -0.949 0.0 0.1 -0.1
H 6.577 -1.789 2.072 0.0 -0.1 0.1
H 7.392 -0.908 0.722 0.1 0.1 -0.1
H -1.633 1.796 -2.915 -0.1 0.0 -0.1
H -1.324 0.319 -3.838 0.0 0.1 0.0
H -3.473 0.174 -2.578 -0.1 -0.1 0.0
H -2.328 -1.040 -2.002 0.0 -0.1 0.0